DFT (ωB97M-V with the def2-TZVPD basis set) results for a structure of composition C37H38AuBrN2OSeTe in a non-equilibrium geometry.

Geometry as XYZ:
```
82
Properties=species:S:1:pos:R:3:forces:R:3
Au 2.68664 0.02185 -0.30986 0.28 0.12 -0.07
C 2.34746 7.34900 2.78113 0.07 -0.09 -0.01
C 2.27598 5.92109 2.29993 -0.01 0.04 0.03
C 1.85814 4.89887 3.13812 0.01 -0.03 0.02
C 1.69986 3.58969 2.68505 0.04 -0.01 0.01
C 1.24070 2.53514 3.66040 -0.05 0.06 -0.05
C 1.95165 3.29815 1.33690 0.13 -0.06 -0.10
Se 1.22809 1.64739 0.61803 -0.24 0.48 0.20
C 2.46131 4.30004 0.49560 0.05 0.03 0.06
C 2.84429 4.04024 -0.93927 -0.07 0.03 0.04
C 2.61124 5.59195 0.99376 0.03 -0.08 -0.07
H 2.01861 7.42717 3.81762 0.01 0.01 0.00
H 1.70659 7.99245 2.17488 0.00 0.01 0.01
H 3.36362 7.74581 2.71716 -0.01 -0.01 0.00
H 1.63357 5.12425 4.17739 -0.01 -0.02 -0.03
H 1.51840 2.81321 4.67893 -0.02 0.02 -0.02
H 1.67207 1.56564 3.41794 0.02 0.00 0.03
H 0.15459 2.41182 3.62584 0.02 -0.02 -0.01
H 2.91763 2.97674 -1.14701 0.03 -0.02 0.00
H 3.80411 4.51260 -1.16054 -0.03 0.02 -0.01
H 2.09890 4.45592 -1.62253 0.00 -0.02 0.01
H 2.98314 6.36682 0.32650 -0.02 -0.03 0.02
Br 5.71855 -4.63589 0.88969 -0.03 0.03 -0.02
C 4.45496 -3.79648 -0.23802 0.23 0.09 0.08
C 3.55624 -4.55189 -0.97152 0.00 -0.12 0.03
C 2.67794 -3.88353 -1.79028 -0.11 0.13 -0.17
C 2.69308 -2.49522 -1.81342 -0.11 -0.14 -0.17
N 3.54314 -1.77319 -1.08519 -0.06 -0.15 0.23
C 4.42904 -2.42206 -0.31574 0.14 -0.01 0.09
H 3.54167 -5.63017 -0.88521 0.01 0.02 -0.01
H 1.93754 -4.41734 -2.36857 -0.01 0.03 0.00
H 1.99528 -1.93976 -2.42334 -0.08 -0.03 0.05
H 5.11994 -1.81235 0.24927 -0.05 -0.02 0.07
C -4.26930 2.27440 -5.59598 0.05 -0.02 0.08
C -3.54655 1.51783 -4.50804 -0.04 0.02 0.01
C -2.90447 0.31755 -4.76580 -0.02 -0.02 0.00
C -2.22823 -0.37673 -3.76092 0.00 -0.19 0.05
C -1.53327 -1.67121 -4.13010 -0.05 0.09 0.00
C -2.19558 0.11820 -2.45332 0.31 0.42 0.07
Te -0.64355 -0.77444 -0.97795 -1.04 -0.35 -0.64
N 0.40998 -2.32856 -0.10093 0.57 -0.12 0.79
C -0.05770 -3.35949 0.59224 -0.12 -0.10 -0.46
O -1.11122 -4.00675 0.44418 0.02 0.11 0.01
C 0.91226 -3.83889 1.67346 -0.05 0.04 0.04
C 0.81273 -5.14513 2.14113 0.05 -0.02 0.00
C 1.67522 -5.61297 3.12629 -0.01 0.04 -0.06
C 2.63935 -4.76958 3.66476 -0.02 0.02 -0.04
C 2.73365 -3.45829 3.21294 -0.04 0.01 -0.04
C 1.87368 -2.99591 2.22377 0.09 -0.02 0.03
C -2.20301 -0.94507 0.47007 0.05 -0.10 0.04
C -1.97394 -0.31508 1.68892 -0.02 0.00 -0.01
C -2.94408 -0.30851 2.68409 0.02 0.00 -0.06
C -4.15428 -0.94498 2.45755 0.03 0.01 -0.03
C -4.36375 -1.61392 1.25931 0.01 0.03 0.02
C -3.39889 -1.64354 0.25341 0.04 0.01 0.01
C -3.65191 -2.45245 -0.98786 0.07 0.03 0.03
C -2.82376 1.34802 -2.18803 -0.10 0.00 -0.06
C -2.80429 1.98332 -0.81706 0.01 -0.04 -0.04
C -3.49588 2.01699 -3.21104 0.02 -0.01 0.02
H -4.29209 1.70291 -6.52501 0.00 0.01 0.02
H -3.78053 3.23082 -5.79950 -0.01 -0.02 -0.01
H -5.29938 2.49179 -5.30419 0.01 -0.01 -0.02
H -2.92071 -0.08905 -5.77471 -0.01 0.00 0.03
H -1.92619 -2.07001 -5.06820 0.01 0.03 0.01
H -1.65697 -2.42222 -3.34981 0.00 -0.02 -0.01
H -0.45805 -1.51368 -4.25898 -0.01 -0.03 0.01
H 0.04018 -5.77489 1.71714 0.00 0.01 0.02
H 1.59291 -6.63575 3.47709 0.00 0.02 0.00
H 3.30971 -5.12872 4.43684 0.00 -0.01 -0.01
H 3.47956 -2.79250 3.63281 -0.02 0.00 0.01
H 1.93064 -1.97228 1.87075 0.00 -0.01 -0.02
H -1.02776 0.18856 1.85769 -0.02 0.03 -0.02
H -2.75469 0.20062 3.62191 0.01 -0.02 -0.01
H -4.92926 -0.93334 3.21541 0.01 -0.02 -0.01
H -5.29719 -2.14411 1.09937 0.02 0.00 0.00
H -4.54779 -3.06385 -0.86735 0.00 0.02 0.00
H -2.80105 -3.11744 -1.15193 0.00 0.00 0.00
H -3.77811 -1.81308 -1.86343 0.01 0.00 0.00
H -1.80170 1.97048 -0.38220 -0.02 -0.02 -0.01
H -3.46453 1.45359 -0.12530 0.04 0.00 -0.02
H -3.13413 3.02235 -0.87451 0.00 -0.01 0.00
H -3.98004 2.96701 -2.99259 0.01 -0.04 0.01
```
Positions in Å, forces in eV/Å.

Values from the calculation:
net charge	-1
E_HOMO (alpha / beta)	-3.4 / -4.6	eV
E_LUMO (alpha / beta)	2.19 / 2.18	eV
E_tot	-6996.64404	Ha
2S+1	2
<S²>	0.761